ORCA calculation (ωB97M-V with the def2-TZVPD basis set) on a cluster of 3 separate species, C23H40NO10P in total in a non-equilibrium geometry.

Results
structure (SMILES): C#CCCC[C@]1(CCOC(C)=O)NC(=O)[C@@H](O)[C@H]1P(C)C.CCOC(=O)OC.CCOC(=O)OC
HOMO-LUMO gap: 8.21 eV
lowest unoccupied orbital energy: 0.328 eV
charge: 0

```
75
Properties=species:S:1:pos:R:3:mulliken_charge:R:1
C -4.250 2.185 3.548 -0.134
C -3.499 2.067 4.482 -0.364
C -2.417 1.550 5.351 -0.827
C -1.035 1.513 4.659 -0.568
C -0.479 0.081 4.364 -1.331
C -0.678 -0.334 2.864 0.685
C 0.334 0.477 2.058 -2.059
C -0.159 0.801 0.646 -0.515
O 0.922 1.157 -0.226 -0.421
C 0.529 1.103 -1.543 0.841
C -0.787 1.670 -2.046 -1.072
O 1.286 0.595 -2.317 -0.562
N -2.096 -0.050 2.673 0.418
C -2.891 -1.173 2.976 -0.652
O -3.930 -1.202 3.560 -0.563
C -2.075 -2.348 2.359 0.155
O -2.248 -2.069 0.951 -0.600
C -0.603 -1.897 2.649 -0.281
P 0.365 -2.522 1.172 0.871
C 2.199 -2.452 1.496 -1.326
C -0.038 -4.333 0.923 -1.207
H -4.923 2.562 2.822 0.418
H -2.690 0.601 5.810 0.359
H -2.359 2.272 6.174 0.343
H -0.993 2.131 3.763 0.471
H -0.324 1.953 5.366 0.331
H 0.569 -0.002 4.659 0.479
H -1.130 -0.600 4.925 0.526
H 0.563 1.434 2.531 0.560
H 1.295 -0.040 1.980 0.171
H -0.795 0.001 0.255 0.645
H -0.811 1.688 0.742 0.456
H -0.777 2.762 -2.046 0.251
H -1.649 1.323 -1.474 0.339
H -0.924 1.303 -3.059 0.363
H -2.394 0.580 1.948 0.293
H -2.310 -3.364 2.669 0.624
H -3.191 -1.898 0.830 0.342
H -0.289 -2.290 3.627 0.383
H 2.720 -3.378 1.240 0.383
H 2.602 -1.692 0.823 0.276
H 2.473 -2.184 2.522 0.400
H -0.625 -4.756 1.741 0.329
H -0.685 -4.346 0.042 0.323
H 0.846 -4.914 0.667 0.425
C 2.786 3.852 -1.506 -0.978
C 2.158 4.875 -2.428 -0.239
O 1.520 5.930 -1.692 -0.361
C 2.339 6.850 -1.184 0.781
O 3.535 6.879 -1.299 -0.552
O 1.599 7.733 -0.508 -0.343
C 2.360 8.735 0.167 -0.639
H 2.051 3.479 -0.791 0.150
H 3.182 3.012 -2.077 0.357
H 3.601 4.289 -0.929 0.413
H 1.374 4.404 -3.020 0.299
H 2.886 5.287 -3.127 0.338
H 3.043 9.237 -0.516 0.296
H 2.910 8.291 0.996 0.290
H 1.655 9.463 0.559 0.226
C 0.347 -7.375 -5.197 -1.092
C -0.305 -6.335 -6.084 -0.183
O -0.935 -5.305 -5.311 -0.375
C -0.109 -4.392 -4.796 0.721
O 1.085 -4.357 -4.935 -0.548
O -0.838 -3.532 -4.086 -0.318
C -0.069 -2.539 -3.399 -0.498
H -0.373 -7.770 -4.479 0.291
H 0.739 -8.198 -5.796 0.353
H 1.170 -6.944 -4.626 0.310
H -1.097 -6.797 -6.671 0.290
H 0.408 -5.901 -6.785 0.314
H 0.597 -2.013 -4.079 0.331
H 0.497 -3.001 -2.590 0.240
H -0.766 -1.822 -2.972 0.151
```